1.
# C5H33N2O12

A 12-piece molecular cluster, C5H33N2O12 overall (ωB97M-V with the def2-TZVPD basis set, the Open Molecules 2025 dataset).

```
52
Properties=species:S:1:pos:R:3
C -2.808 2.345 1.216
O -2.148 2.862 0.121
C -1.879 2.106 2.369
C -2.176 0.755 3.077
C -0.875 -0.174 3.359
N 1.412 -2.104 2.686
C 0.739 -1.395 1.785
N -0.231 -0.415 2.049
H -3.337 1.449 0.792
H -3.554 3.083 1.594
H -0.759 2.171 2.091
H -2.135 2.989 3.168
H -2.520 1.042 4.130
H -3.033 0.137 2.553
H -0.108 0.092 4.239
H -1.310 -1.135 3.695
H 1.149 -2.064 3.656
H 0.937 -1.503 0.740
H -0.509 0.311 1.313
H 0.584 0.979 -1.864
H -0.736 0.512 -1.214
O -0.134 0.059 -0.728
H 0.217 -3.198 -3.172
H 1.157 -4.225 -2.384
O 0.649 -4.164 -3.120
H -0.081 2.648 -3.028
H 0.983 2.982 -4.161
O 0.015 2.857 -4.108
H 2.026 1.959 -0.602
H 1.679 1.015 -3.074
O 1.245 1.448 -2.369
H 4.770 1.976 0.352
H 3.867 0.751 0.500
O 4.737 1.044 0.134
H 1.387 -0.743 -0.651
H 2.761 0.005 -0.932
O 2.400 -0.830 -1.079
H -0.241 -3.029 -0.804
H -0.468 -1.434 -0.900
O -0.762 -2.372 -1.079
H -2.236 -2.061 -0.011
H -1.775 -0.952 0.637
O -2.645 -1.485 0.594
H 2.131 -3.434 0.869
H 2.649 -2.821 -0.402
O 1.993 -3.434 -0.104
H -1.445 2.261 -0.256
H 1.359 1.205 0.461
O 2.075 1.761 0.312
H -1.873 -0.627 -3.931
H -1.193 0.600 -4.054
O -1.948 0.194 -4.462
```

For the highest occupied orbital energy, the calculation gives -6.48 eV. Its energy above the lowest of the compared OMol25 structures with the same formula, charge and spin is 541.6 kJ/mol. The calculation puts the orbital gap at 0.335 hartree. The LUMO energy is 2.6 eV. The charge is -1. As for the spin multiplicity: 1.

2.
# C28H59BrFN2O22P2

A 8-piece molecular cluster, C28H59BrFN2O22P2 overall (ωB97M-V with the def2-TZVPD basis set, the Open Molecules 2025 dataset).

```
115
Properties=species:S:1:pos:R:3
C 3.135 3.192 -3.648
C 2.407 3.880 -2.494
Br 3.670 3.970 -1.021
C 1.181 3.035 -2.215
N 0.341 3.336 -0.991
C 0.686 2.506 0.210
C 0.318 1.036 0.121
O -0.085 0.449 1.096
F 0.513 0.393 -1.028
P 0.256 5.078 -0.459
N 1.068 5.321 0.825
P -1.416 2.829 -1.506
C -2.501 2.929 -0.035
C -2.022 4.200 -2.566
H 4.020 3.733 -3.925
H 3.415 2.204 -3.306
H 2.465 3.046 -4.485
H 2.177 4.867 -2.853
H 1.496 2.006 -2.217
H 0.527 3.149 -3.070
H 1.734 2.574 0.469
H 0.143 2.894 1.052
H 0.647 5.896 -1.530
H -1.105 5.288 -0.231
H 1.786 6.022 0.708
H -2.778 3.933 0.258
H -3.390 2.391 -0.334
H -2.091 2.389 0.804
H -2.910 3.817 -3.047
H -2.352 5.053 -1.992
H -1.312 4.490 -3.327
C -3.783 8.470 -6.678
O -3.869 7.386 -5.743
C -5.108 7.091 -5.366
O -6.106 7.644 -5.739
O -5.048 6.076 -4.503
C -6.321 5.649 -4.007
H -2.730 8.607 -6.901
H -4.315 8.227 -7.595
H -4.179 9.384 -6.242
H -6.953 5.298 -4.820
H -6.810 6.453 -3.462
H -6.140 4.824 -3.324
C 3.594 -5.170 1.746
O 2.179 -4.960 1.773
C 1.812 -3.690 1.888
O 2.551 -2.743 1.964
O 0.483 -3.641 1.904
C -0.040 -2.318 2.037
H 3.747 -6.241 1.652
H 4.040 -4.668 0.890
H 4.050 -4.825 2.670
H 0.269 -1.711 1.206
H 0.279 -1.873 2.978
H -1.123 -2.404 2.033
C -9.765 6.821 -4.028
O -9.846 5.741 -3.096
C -11.090 5.444 -2.713
O -12.087 5.997 -3.081
O -11.025 4.431 -1.854
C -12.298 4.005 -1.357
H -8.716 6.967 -4.262
H -10.296 6.580 -4.947
H -10.158 7.736 -3.589
H -12.930 3.656 -2.170
H -12.789 4.812 -0.817
H -12.107 3.183 -0.674
C -7.849 9.900 -4.263
O -7.252 11.171 -3.993
C -6.654 11.250 -2.810
O -6.577 10.366 -1.997
O -6.151 12.474 -2.681
C -5.476 12.707 -1.445
H -8.297 9.957 -5.250
H -7.097 9.119 -4.267
H -8.627 9.680 -3.534
H -4.626 12.036 -1.339
H -6.158 12.587 -0.605
H -5.120 13.732 -1.473
C 3.773 -9.543 5.956
O 2.685 -9.705 5.041
C 2.144 -8.566 4.627
O 2.489 -7.459 4.948
O 1.156 -8.859 3.783
C 0.482 -7.713 3.258
H 4.123 -10.538 6.210
H 4.586 -8.991 5.490
H 3.442 -9.040 6.863
H 1.170 -7.084 2.698
H 0.016 -7.141 4.058
H -0.291 -8.078 2.588
C 8.594 -12.464 3.073
O 7.875 -11.761 2.055
C 6.681 -11.321 2.436
O 6.184 -11.462 3.519
O 6.121 -10.688 1.404
C 4.822 -10.163 1.683
H 9.544 -12.767 2.644
H 8.787 -11.817 3.927
H 8.052 -13.353 3.389
H 4.868 -9.427 2.485
H 4.130 -10.960 1.945
H 4.481 -9.679 0.772
C 10.039 -8.793 3.449
O 10.999 -8.217 4.334
C 11.383 -9.035 5.311
O 10.994 -10.160 5.480
O 12.270 -8.394 6.065
C 12.772 -9.161 7.161
H 9.802 -8.043 2.700
H 10.452 -9.670 2.953
H 9.129 -9.056 3.986
H 13.288 -10.050 6.804
H 11.966 -9.438 7.837
H 13.478 -8.526 7.687
```

For the highest occupied orbital energy, the calculation gives -11.83 eV. The calculation puts the orbital gap at 0.320 hartree. The LUMO energy is -3.1 eV. The charge is +1. As for the spin multiplicity: 1.

3.
# C40H33BeIN2P2S2Te

C40H33BeIN2P2S2Te as an isolated structure (ωB97M-V with the def2-TZVPD basis set, the Open Molecules 2025 dataset).

```
82
Properties=species:S:1:pos:R:3
Be 0.447 0.159 -1.894
S 2.366 0.329 -1.129
P 1.997 -0.294 0.803
C 0.345 -0.277 1.207
P -0.997 -1.032 0.255
S -0.270 -1.767 -1.580
C -0.090 -0.194 2.628
C 0.625 -0.731 3.704
C 0.169 -0.627 5.011
C -1.035 0.001 5.294
C -1.768 0.536 4.241
C -1.300 0.448 2.940
C -1.420 -2.546 1.202
C -2.689 -2.653 1.755
C -3.046 -3.775 2.496
C -2.131 -4.799 2.683
C -0.857 -4.700 2.131
C -0.504 -3.580 1.395
C 2.949 -1.845 1.005
C 3.570 -2.184 2.207
C 4.168 -3.427 2.368
C 4.145 -4.348 1.331
C 3.529 -4.020 0.130
C 2.938 -2.775 -0.033
C 2.871 0.926 1.837
C 4.265 0.951 1.852
C 4.943 1.948 2.538
C 4.233 2.935 3.208
C 2.846 2.930 3.177
C 2.166 1.934 2.490
H 1.546 -1.267 3.519
H 0.755 -1.059 5.813
H -1.398 0.067 6.311
H -2.706 1.042 4.437
H -1.872 0.904 2.140
H -3.401 -1.848 1.613
H -4.036 -3.846 2.927
H -2.406 -5.674 3.259
H -0.138 -5.496 2.279
H 0.492 -3.500 0.970
H 3.602 -1.474 3.024
H 4.653 -3.672 3.304
H 4.607 -5.319 1.458
H 3.506 -4.735 -0.682
H 2.452 -2.519 -0.965
H 4.826 0.196 1.315
H 6.026 1.955 2.546
H 4.761 3.713 3.746
H 2.288 3.704 3.688
H 1.086 1.938 2.460
Te -1.400 1.670 -1.025
C -1.486 3.463 -2.203
C -1.625 3.526 -3.587
C -1.720 4.754 -4.229
C -1.675 5.931 -3.493
C -1.544 5.876 -2.114
C -1.456 4.646 -1.471
C -3.039 0.765 -2.003
C -4.190 0.533 -1.259
C -5.282 -0.089 -1.848
C -5.224 -0.484 -3.178
C -4.071 -0.260 -3.917
C -2.975 0.359 -3.329
H -1.693 2.625 -4.179
H -1.836 4.790 -5.305
H -1.749 6.888 -3.994
H -1.519 6.789 -1.533
H -1.362 4.615 -0.392
H -4.234 0.829 -0.219
H -6.177 -0.269 -1.266
H -6.072 -0.976 -3.635
H -4.016 -0.578 -4.950
H -2.069 0.494 -3.907
I 1.530 2.144 -7.354
C 1.184 0.983 -5.701
C 1.166 -0.394 -5.632
N 0.884 -0.715 -4.362
N 0.709 0.375 -3.607
C 0.895 1.419 -4.401
H 1.336 -1.144 -6.385
H 0.761 -1.621 -3.929
H 0.841 2.420 -4.009
```

For the highest occupied orbital energy, the calculation gives -6.37 eV. The calculation puts the orbital gap at 0.241 hartree. The LUMO energy is 0.2 eV. The charge is 0. As for the spin multiplicity: 1.

4.
# C4H4ClNOS

A single C4H4ClNOS molecule (ωB97M-V with the def2-TZVPD basis set, the Open Molecules 2025 dataset).

```
12
Properties=species:S:1:pos:R:3
C 0.151 0.680 0.537
C 1.014 -0.049 -1.579
C -0.330 -0.916 -1.209
C -0.793 -0.382 0.021
H -1.599 0.696 2.958
H 1.122 0.177 -2.744
H 2.025 -0.576 -1.560
H -0.653 -1.900 -1.484
N 0.257 1.385 1.507
O 0.897 0.930 -0.585
S -0.216 1.362 3.184
Cl -1.876 -1.406 0.955
```

For the highest occupied orbital energy, the calculation gives -8.82 eV. Its energy above the lowest of the compared OMol25 structures with the same formula, charge and spin is 335.1 kJ/mol. The calculation puts the orbital gap at 0.322 hartree. The LUMO energy is -0.1 eV. The charge is 0. As for the spin multiplicity: 1.

5.
# C39H31Co2O6Zr

C39H31Co2O6Zr as an isolated structure (ωB97M-V with the def2-TZVPD basis set, the Open Molecules 2025 dataset).

```
79
Properties=species:S:1:pos:R:3
C 4.642 -1.322 -2.703
C 3.456 -2.070 -2.742
C 2.220 -1.440 -2.631
C 2.126 -0.046 -2.467
C 0.782 0.564 -2.306
Zr 0.366 2.866 -2.656
C -1.911 3.038 -2.855
C -2.415 1.652 -2.792
C -2.619 1.020 -1.540
C -3.002 -0.316 -1.479
C -3.212 -1.040 -2.660
C -3.038 -0.417 -3.904
C -2.650 0.916 -3.979
C 2.198 3.273 -4.232
C 1.325 2.336 -4.885
C 0.097 3.013 -5.178
C 0.198 4.358 -4.694
C 1.494 4.520 -4.112
C 1.717 2.882 -0.491
C 0.350 2.851 -0.065
C -0.278 4.059 -0.513
C 0.687 4.821 -1.247
C 1.931 4.091 -1.227
C 3.322 0.699 -2.438
C 4.554 0.067 -2.563
H 5.617 -1.814 -2.764
H 3.504 -3.151 -2.854
H 1.293 -2.014 -2.656
H 0.085 0.115 -3.035
H 0.354 0.326 -1.319
H -2.281 3.654 -2.028
H -2.143 3.518 -3.812
H -2.435 1.594 -0.627
H -3.155 -0.787 -0.504
H -3.535 -2.080 -2.608
H -3.226 -0.972 -4.826
H -2.508 1.414 -4.943
H 3.250 3.109 -4.007
H 1.589 1.326 -5.200
H -0.728 2.599 -5.756
H -0.545 5.147 -4.816
H 1.915 5.460 -3.760
H 2.473 2.139 -0.247
H -0.104 2.086 0.563
H -1.295 4.369 -0.283
H 0.533 5.822 -1.647
H 2.893 4.447 -1.592
H 3.294 1.782 -2.300
H 5.459 0.670 -2.542
O -5.849 -5.152 4.175
C -4.807 -4.665 4.059
Co -3.190 -4.000 3.949
C -3.561 -2.994 2.563
O -3.762 -2.305 1.656
C -3.113 -2.584 5.025
O -3.092 -1.613 5.648
C -1.365 -4.476 3.091
C -0.333 -3.608 3.419
C 0.376 -2.610 2.831
C 0.834 -1.478 3.594
C 1.013 -0.233 2.940
C 1.300 0.914 3.670
C 1.455 0.852 5.067
C 1.338 -0.384 5.716
C 1.043 -1.535 4.992
Co -0.891 -4.691 4.782
C -2.407 -5.544 5.377
O -2.933 -6.397 5.983
C -0.948 -3.822 6.341
O -1.022 -3.330 7.389
C 0.423 -5.809 5.244
O 1.338 -6.443 5.554
H -1.377 -5.076 2.183
H 0.499 -2.606 1.741
H 0.877 -0.214 1.855
H 1.393 1.864 3.145
H 1.659 1.760 5.641
H 1.480 -0.454 6.794
H 0.976 -2.501 5.497
```

For the highest occupied orbital energy, the calculation gives -3.89 eV. Its energy above the lowest of the compared OMol25 structures with the same formula, charge and spin is 0.0 kJ/mol. The calculation puts the orbital gap at 0.208 hartree. The LUMO energy is 1.8 eV. The charge is -1. As for the spin multiplicity: 1.

6.
# C4H8O2

A 2-piece molecular cluster, C4H8O2 overall (ωB97M-V with the def2-TZVPD basis set, the Open Molecules 2025 dataset).

```
14
Properties=species:S:1:pos:R:3
O -0.432 -1.622 0.125
C -1.305 -0.799 0.025
C -2.139 -0.299 1.162
H -1.548 -0.376 -0.966
H -3.180 -0.364 0.827
H -1.952 0.713 1.509
H -2.027 -0.998 1.994
C 1.028 2.015 -0.802
C 1.172 0.701 -0.795
O 1.867 0.013 0.136
H 0.400 2.501 -1.535
H 1.507 2.606 -0.036
H 0.688 0.076 -1.538
H 1.439 -0.839 0.305
```

For the highest occupied orbital energy, the calculation gives -9.05 eV. Its energy above the lowest of the compared OMol25 structures with the same formula, charge and spin is 189.6 kJ/mol. The calculation puts the orbital gap at 0.364 hartree. The LUMO energy is 0.8 eV. The charge is 0. As for the spin multiplicity: 1.